Here is an isolated molecule of C15H19ClN2O3 from the OMol25 dataset. Energies are from the ωB97M-V functional and the def2-TZVPD basis.

Last column: Mulliken charge in e.
Atoms and positions in Å:
O  -2.50414  0.28081  -1.13937  -0.64
C  -2.63911  -0.72806  -0.49588  0.68
C  -1.47921  -1.70510  -0.24995  -0.71
O  -0.25589  -1.09121  -0.59560  -0.28
C  0.12173  -0.07730  0.20806  0.61
O  -0.47546  0.21555  1.20908  -0.61
C  1.38966  0.56195  -0.28776  -0.72
C  2.58458  -0.35618  0.00055  -1.07
C  3.89994  0.23639  -0.50541  0.75
C  5.08904  -0.72559  -0.27953  -0.98
C  6.03043  -0.01147  0.69260  -0.64
C  5.80004  1.46392  0.38663  -0.72
C  4.28426  1.53745  0.22215  -1.04
N  -3.80391  -1.15481  0.06900  -0.14
C  -5.05299  -0.54456  0.03733  0.25
C  -5.30919  0.67776  -0.58470  -0.20
C  -6.60052  1.16631  -0.54200  -0.65
C  -7.57830  0.42544  0.11224  0.50
Cl  -9.20502  0.99285  0.19008  -0.21
C  -7.22388  -0.77948  0.70276  -0.48
N  -5.99237  -1.24769  0.66265  -0.54
H  -1.46534  -2.01149  0.80265  0.37
H  -1.57900  -2.57563  -0.90198  0.41
H  1.30332  0.72135  -1.36270  0.33
H  1.51331  1.51874  0.21757  0.40
H  2.41061  -1.31682  -0.48910  0.39
H  2.65502  -0.52982  1.07690  0.29
H  3.79165  0.43521  -1.57533  0.38
H  5.60316  -0.91163  -1.22285  0.33
H  4.75844  -1.68636  0.11326  0.37
H  5.73852  -0.22158  1.72269  0.28
H  7.06831  -0.31442  0.56229  0.37
H  6.29424  1.73147  -0.54879  0.30
H  6.16779  2.12210  1.17252  0.38
H  3.97000  2.42462  -0.32524  0.34
H  3.81659  1.55989  1.20787  0.35
H  -3.81070  -2.01746  0.59816  0.26
H  -4.51785  1.21634  -1.07718  0.49
H  -6.84910  2.10735  -1.00726  0.42
H  -7.94865  -1.38883  1.22357  0.38

The HOMO-LUMO gap is 9.601 eV. As for the structure (SMILES): O=C(COC(=O)CCC1CCCC1)Nc1ccc(Cl)cn1.



Here is a structure of composition C30H37HfO8S at a distorted geometry from the OMol25 dataset. Energies are from the ωB97M-V functional and the def2-TZVPD basis.

Last column: Mulliken charge in e.
Atoms and positions in Å:
C  4.28386  -0.80883  -2.28481  3.42
C  3.66167  -0.27729  -0.98419  -2.13
C  3.20427  -1.62318  -2.99504  -1.68
C  1.98005  -1.79372  -2.02885  0.79
H  3.62949  -2.59288  -3.27801  0.31
H  2.91612  -1.13086  -3.93156  0.28
C  2.53030  -1.18122  -0.56166  0.45
H  3.25783  0.71972  -1.21171  0.48
H  4.42580  -0.14876  -0.20572  0.52
C  1.95939  -0.60324  0.80219  -0.86
H  3.01530  -2.10617  -0.19278  0.17
H  1.91778  -2.87378  -1.80521  0.28
C  0.77546  -1.48131  -2.79639  0.40
C  4.78747  0.37823  -3.11333  -0.64
C  5.58569  -1.60009  -2.13698  -0.01
O  5.89264  -2.56913  -2.81564  -0.69
O  4.12080  1.38882  -3.31603  -0.65
O  6.02635  0.22164  -3.60546  -0.24
O  6.40556  -1.12153  -1.18800  -0.28
C  7.70624  -1.72639  -1.24909  -0.80
H  8.28020  -1.25689  -0.45276  0.25
H  8.15260  -1.52017  -2.22874  0.29
H  7.62889  -2.80759  -1.09691  0.30
C  6.50857  1.33197  -4.37186  -0.74
H  5.83258  1.54085  -5.21233  0.27
H  7.49102  1.01546  -4.72543  0.25
H  6.58735  2.22689  -3.73873  0.31
O  0.58351  -0.31924  1.09699  0.44
H  2.49291  0.33076  1.03443  0.27
H  2.30686  -1.31069  1.57536  0.16
C  -0.37572  -2.39999  -2.70843  -1.44
C  0.60157  -0.16215  -3.42298  -1.52
H  0.69975  -0.22055  -4.52290  0.15
H  1.31724  0.59412  -3.05888  0.08
H  -0.42048  0.20780  -3.22031  0.46
H  -1.31216  -1.83296  -2.60802  0.29
H  -0.29307  -3.08377  -1.84918  0.34
H  -0.46805  -3.02155  -3.61207  0.16
Hf  -1.12859  0.10860  1.74011  0.68
C  -2.37677  -2.06209  3.61957  -0.80
C  -1.87067  -3.13276  2.85526  -0.55
C  -0.51094  -2.89156  2.56695  -0.72
H  -2.43248  -4.02839  2.59665  0.44
C  -0.12788  -1.66381  3.21832  -0.52
C  -1.30571  -1.10507  3.83128  -0.63
H  -1.29299  -0.33343  4.60074  0.59
H  -3.34118  -2.05784  4.11084  0.63
H  0.15899  -3.56134  2.02110  0.44
H  0.89102  -1.31859  3.41721  0.68
C  -1.70724  2.30450  0.31268  -0.79
C  -1.69370  2.31484  1.76545  0.04
C  -0.30597  2.35961  2.18513  -1.15
H  -2.50942  2.67476  2.38772  0.79
C  0.47844  2.56234  0.99230  -0.68
C  -0.37024  2.54568  -0.12913  -0.52
H  -0.06547  2.78857  -1.15299  0.48
H  -2.60029  2.37338  -0.31152  0.43
H  0.01195  2.55829  3.20929  0.54
H  1.54265  2.80028  0.96806  0.55
C  -8.70628  3.16647  2.54352  -1.40
C  -7.46636  2.41753  2.15713  1.05
C  -6.24848  2.83471  2.69331  -0.97
C  -5.09579  2.08425  2.51141  -0.10
C  -5.13196  0.96699  1.66644  0.38
C  -6.33686  0.57530  1.05989  -0.65
C  -7.50092  1.28749  1.33151  -0.82
S  -3.89318  -0.26424  1.84047  1.51
O  -3.02099  0.35980  2.91198  -0.50
O  -4.54180  -1.50532  2.14558  -0.61
O  -2.91490  -0.33110  0.64276  -0.66
H  -8.95326  2.97991  3.60080  0.29
H  -8.55182  4.24854  2.43602  0.35
H  -9.55829  2.85852  1.93076  0.36
H  -6.20721  3.72865  3.31664  0.34
H  -4.20659  2.33389  3.07789  0.32
H  -6.34672  -0.30422  0.41925  0.42
H  -8.45772  0.94451  0.93063  0.31

The HOMO-LUMO gap is 2.377 eV. Its net charge is -1.



Here is a structure of composition C23H61O8Zn at a distorted geometry from the OMol25 dataset. Energies are from the ωB97M-V functional and the def2-TZVPD basis.

Last column: Mulliken charge in e.
Atoms and positions in Å:
Zn  29.12126  -24.90586  7.82690  0.63
C  27.12706  -24.26926  4.32607  1.72
C  26.56809  -24.72336  5.68328  -0.60
O  27.41544  -24.58255  6.80083  0.37
H  26.27091  -24.34803  3.65608  -0.40
H  27.91655  -24.97266  4.06141  -0.63
H  27.43096  -23.22360  4.27745  -0.74
H  26.21665  -25.75465  5.65081  0.85
H  25.60745  -24.23339  5.84201  -0.20
C  23.45922  -24.10633  8.49581  -0.46
C  24.26414  -25.08775  9.35200  0.13
C  24.05524  -26.54050  8.93072  -1.16
O  25.59578  -24.70220  9.16350  -0.55
H  23.61168  -23.12458  8.94414  0.26
H  22.39432  -24.31118  8.38573  0.49
H  23.83257  -24.11084  7.47176  -0.30
H  24.01429  -24.95103  10.40414  0.44
H  23.00933  -26.83050  9.03113  0.38
H  24.63962  -27.08633  9.67144  0.33
H  24.38026  -26.65400  7.89651  0.21
H  25.88219  -24.85998  8.26090  0.13
C  24.85755  -29.30610  2.42476  -1.19
C  24.73054  -27.96243  1.68157  0.01
C  25.54171  -26.79464  2.29110  -0.33
O  25.14386  -28.18483  0.34134  -0.54
H  25.79492  -29.85276  2.32177  0.29
H  24.12235  -30.07183  2.17729  0.34
H  24.73670  -29.10408  3.48903  0.31
H  23.66455  -27.73505  1.68977  0.31
H  25.23745  -26.38489  3.25424  0.04
H  25.62594  -25.93394  1.62762  0.32
H  26.58656  -27.07867  2.41639  0.05
H  26.08989  -28.33329  0.40907  0.36
C  29.91820  -26.49042  3.33658  -1.12
C  29.59701  -27.30092  4.64156  1.73
C  29.15836  -28.72144  4.37181  -1.39
O  30.79413  -27.54305  5.34814  -0.54
H  29.05150  -26.37806  2.68519  0.20
H  30.66197  -26.97217  2.70192  0.49
H  30.27456  -25.47168  3.48910  0.12
H  28.87780  -26.71860  5.21752  -0.79
H  29.95693  -29.31978  3.93321  0.39
H  28.33822  -28.70283  3.65408  0.14
H  28.80679  -29.32396  5.20934  0.37
H  30.95786  -26.78452  5.91332  0.28
C  29.22818  -23.07952  1.01596  -1.15
C  28.16213  -22.00886  1.20477  1.12
C  28.57700  -20.90729  2.19989  -1.12
O  27.68771  -21.44924  -0.05912  -0.58
H  30.19340  -22.69407  0.68752  0.35
H  29.00360  -23.78913  0.21965  0.41
H  29.34057  -23.60663  1.96339  0.05
H  27.31172  -22.54788  1.62236  -0.32
H  29.31166  -20.30345  1.66721  0.60
H  29.01977  -21.37691  3.07825  -0.11
H  27.72001  -20.29256  2.47516  0.38
H  27.77643  -20.49760  0.03096  0.36
C  30.25456  -22.21975  5.45323  0.10
C  30.47271  -22.07376  6.97324  0.12
C  30.40182  -20.64167  7.42456  -1.18
O  29.41059  -22.76727  7.60808  -0.23
H  30.17067  -23.26519  5.15641  -0.21
H  30.96631  -21.76429  4.76470  0.58
H  29.28033  -21.79419  5.21266  -0.37
H  31.38717  -22.56608  7.30411  0.41
H  31.18821  -20.06815  6.93389  0.41
H  30.55447  -20.54105  8.49912  0.37
H  29.41849  -20.19352  7.28194  0.12
H  28.62599  -22.21580  7.56461  0.35
C  26.91967  -20.16998  5.61686  -0.79
C  26.13406  -20.56308  6.88687  0.07
C  24.70901  -21.04784  6.57750  -1.10
O  26.84050  -21.59621  7.43690  -0.65
H  26.34734  -19.42075  5.06986  0.57
H  27.00089  -21.03593  4.95987  -0.23
H  27.87817  -19.68431  5.79991  0.29
H  26.00514  -19.72542  7.57229  0.54
H  24.73669  -21.86130  5.85250  0.01
H  24.10333  -20.24797  6.15148  0.60
H  24.20760  -21.28086  7.51685  0.21
H  26.87070  -22.39755  6.90914  0.12
C  23.62730  -23.08717  3.16344  -0.91
C  22.46859  -23.26946  4.16299  0.75
C  21.80371  -21.85711  4.44673  -0.97
O  21.56097  -24.09645  3.61386  -0.19
H  24.00154  -23.98842  2.67785  0.27
H  24.40389  -22.48740  3.63808  0.17
H  23.22008  -22.44132  2.38552  0.57
H  22.91975  -23.64953  5.07957  -0.12
H  22.61143  -21.14093  4.59772  0.20
H  21.11668  -21.96729  5.28574  0.40
H  21.21158  -21.46950  3.61773  0.46
H  21.32717  -23.69372  2.77436  0.49

The HOMO-LUMO gap (alpha / beta) is 4.897 / 2.595 eV. Its net charge is +2. Its spin multiplicity is 2.



Here is a structure of composition C17H13BrN2O6Ru at a distorted geometry from the OMol25 dataset. Energies are from the ωB97M-V functional and the def2-TZVPD basis.

Last column: Mulliken charge in e.
Atoms and positions in Å:
C  -1.29238  -1.25679  -3.93045  -0.28
C  -1.65606  -2.38811  -3.14906  -0.70
C  -2.51493  -1.90412  -2.03559  -0.79
H  -1.58237  -3.42785  -3.45060  0.51
C  -2.33899  -0.44339  -2.04142  -0.70
C  -1.71325  -0.09096  -3.27798  0.05
H  -1.71221  0.91221  -3.69632  0.49
H  -0.84903  -1.31131  -4.91684  0.50
H  -3.33486  -2.43559  -1.58387  0.61
H  -2.86388  0.25241  -1.39227  0.45
Ru  -0.68429  -1.81659  -1.14805  0.77
Br  1.43972  -2.96949  -1.30785  -0.40
C  2.97251  1.52950  -1.80847  -0.47
C  1.93634  2.22722  -2.48405  -0.30
C  1.48945  1.42721  -3.57531  -0.59
H  1.60426  3.22998  -2.25007  0.40
C  2.17526  0.17101  -3.49436  -0.36
C  3.11262  0.25953  -2.41966  -0.57
H  3.82716  -0.50755  -2.16452  0.44
H  3.58620  1.91910  -1.01223  0.46
H  0.72249  1.69964  -4.28692  0.51
H  1.95819  -0.69735  -4.09531  0.48
O  0.37528  1.96100  0.06293  -0.55
C  -0.01245  0.86336  0.45271  0.08
O  -0.30063  -0.11890  -0.33937  -0.19
C  -0.06735  0.55002  1.92979  0.30
C  -0.16779  -0.76523  2.42474  -0.36
C  -0.30557  -0.99690  3.81492  -0.38
C  -0.37241  0.07087  4.71224  -0.21
C  -0.27241  1.38095  4.21939  -0.21
C  -0.11409  1.62700  2.83955  -0.44
N  -0.37055  2.47414  5.14755  0.98
O  -0.53843  2.20225  6.35635  -0.58
O  -0.29195  3.64693  4.72435  -0.58
N  -0.38693  -2.35598  4.26970  1.00
O  -0.33411  -3.26908  3.41690  -0.59
O  -0.50445  -2.56731  5.49312  -0.59
H  -0.11380  -1.61774  1.74453  0.61
H  -0.49278  -0.11032  5.77459  0.60
H  -0.01157  2.64623  2.47720  0.59

The HOMO-LUMO gap (alpha / beta) is 5.854 / 5.602 eV. Its spin multiplicity is 5.